(w)
{"formula": "C9H12N5", "method": "ωB97M-V/def2-TZVPD", "smiles": "NC1(N)[C@@H]2NC=[NH+][C@@]21c1cccnc1", "homo_lumo_gap_ev": 8.881, "e_homo_ev": -12.333, "total_charge": 1, "species": ["H", "C", "H", "N", "H", "C", "C", "C", "H", "H", "N", "H", "H", "C", "H", "H", "H", "N", "C", "N", "C", "N", "H", "H", "C", "C"], "coordinates": [[3.034, 1.832, 0.223], [1.275, 0.875, 0.168], [1.007, -0.475, 2.143], [0.692, 2.002, 0.790], [2.782, -2.388, -1.284], [-1.054, -0.292, -0.170], [1.335, -0.501, 1.067], [-3.669, -0.115, 0.144], [-3.491, 1.688, -1.115], [-1.383, -2.202, 0.891], [0.943, -1.227, -1.098], [-4.721, -0.205, 0.530], [1.040, 2.573, 1.505], [-1.690, 0.700, -0.866], [2.448, 1.604, -1.289], [-1.248, 1.437, -1.472], [0.349, -1.782, -1.674], [2.296, -1.372, 0.635], [2.112, -1.721, -0.628], [2.555, 1.165, -0.408], [-3.067, 0.891, -0.604], [-3.017, -1.222, 0.586], [-0.322, 2.094, 0.707], [3.153, -1.715, 0.968], [-1.768, -1.338, 0.448], [0.410, -0.305, -0.199]]}

=====

(x)
{"formula": "C9H12N5", "method": "ωB97M-V/def2-TZVPD", "homo_lumo_gap_ev": 7.456, "e_homo_ev": -12.079, "total_charge": 1, "species": ["H", "H", "H", "H", "H", "H", "C", "C", "H", "C", "N", "C", "C", "H", "C", "H", "H", "C", "N", "N", "H", "N", "C", "H", "C", "N"], "coordinates": [[-4.007, 0.546, 0.821], [3.863, 2.978, -3.409], [-1.754, 0.607, 3.759], [-0.589, -2.842, -0.400], [-3.567, -1.916, 0.553], [-2.134, -1.599, 1.540], [-1.371, 0.637, 2.810], [0.955, 0.716, 0.214], [0.578, -3.005, 0.737], [1.607, 1.274, -0.886], [-2.312, 0.885, 1.876], [3.141, 2.480, -2.680], [2.974, 1.703, -0.630], [-1.012, -3.364, 1.229], [-3.028, 0.104, 1.165], [1.572, 2.596, -4.054], [-0.096, 1.518, -2.255], [1.804, 2.288, -3.060], [0.621, 0.746, 1.369], [-0.410, -2.633, 0.656], [0.837, 0.357, 3.249], [-2.948, -1.252, 1.047], [0.002, 0.641, 2.585], [3.245, 1.649, 0.316], [0.999, 1.625, -2.103], [3.756, 2.190, -1.521]]}

=====

Which structure wins on stability? (w) wins.

=====

(w)
{"formula": "C24H30CoNO5S", "method": "ωB97M-V/def2-TZVPD", "homo_lumo_gap_ev": [2.992, 3.524], "spin_multiplicity": 5, "e_homo_ev": [0.757, 0.223], "total_charge": -2, "species": ["C", "H", "S", "H", "O", "C", "C", "H", "H", "H", "C", "H", "H", "H", "H", "H", "C", "C", "H", "H", "H", "C", "C", "C", "H", "C", "C", "O", "H", "O", "H", "H", "H", "C", "H", "Co", "C", "H", "H", "C", "C", "O", "H", "H", "C", "H", "C", "C", "C", "H", "H", "C", "N", "H", "C", "C", "C", "H", "H", "O", "C", "H"], "coordinates": [[-3.915, -0.939, 0.906], [1.710, -3.167, -5.389], [-2.289, -0.978, 3.196], [-0.385, 3.341, 1.741], [2.464, -1.480, -4.415], [-2.994, 2.296, 3.538], [4.409, 1.512, -4.047], [-2.984, 3.729, 1.795], [-2.280, -0.948, -0.657], [1.600, -2.573, 2.599], [-3.611, -1.025, 4.150], [2.770, -0.720, 1.000], [1.272, 1.277, -2.297], [5.249, 1.681, -3.367], [-4.044, 2.322, 3.855], [-1.155, -2.315, 0.910], [3.438, -0.131, -2.729], [-0.191, -2.260, 0.358], [3.486, -1.838, -0.906], [0.165, -0.011, -1.728], [-0.401, -1.943, -0.679], [0.530, 1.334, 0.651], [2.141, -0.702, -2.161], [-2.475, 3.038, 2.433], [1.892, -2.576, -1.080], [-0.718, 1.966, 3.517], [-4.078, 1.347, 1.033], [-0.507, 0.551, 1.208], [-4.142, -1.991, 0.975], [0.494, -1.941, -3.434], [4.096, 2.439, -4.523], [0.076, -1.765, 3.039], [1.096, 1.788, 1.499], [1.552, 0.611, -0.221], [2.797, -2.076, -6.318], [-1.811, 1.055, 2.110], [1.013, -1.649, 2.474], [1.099, -1.592, -5.992], [0.281, 1.640, 3.770], [1.605, -1.448, -3.378], [-2.886, -0.405, 0.076], [3.269, 1.060, -3.315], [-2.360, 1.752, -0.414], [1.578, -0.812, 2.904], [-1.927, 1.650, 4.211], [0.039, 2.138, 0.072], [-4.633, 0.141, 1.461], [1.186, 0.386, -1.674], [-1.040, 2.853, 2.419], [2.473, 1.230, -0.191], [4.681, 0.758, -4.794], [1.978, -2.122, -5.599], [-4.565, -1.118, 4.848], [0.197, -3.298, 0.301], [0.846, -1.510, 1.049], [1.921, -0.834, 0.312], [-2.909, 1.061, 0.208], [-5.545, 0.052, 2.068], [-1.994, 1.114, 5.147], [4.529, -0.685, -2.706], [2.411, -1.619, -0.950], [-4.502, 2.348, 1.137]]}

=====

(x)
{"formula": "C24H30CoNO5S", "method": "ωB97M-V/def2-TZVPD", "homo_lumo_gap_ev": [2.509, 3.861], "spin_multiplicity": 5, "e_homo_ev": [1.311, -0.043], "total_charge": -2, "species": ["H", "H", "H", "H", "H", "C", "C", "H", "H", "C", "H", "C", "H", "H", "H", "C", "O", "S", "O", "H", "H", "C", "C", "H", "C", "H", "C", "C", "H", "H", "C", "H", "H", "H", "O", "H", "H", "C", "H", "O", "C", "C", "C", "O", "C", "N", "C", "C", "C", "H", "C", "H", "C", "C", "H", "H", "H", "C", "H", "H", "Co", "C"], "coordinates": [[-2.388, 2.433, 0.396], [-2.463, -0.552, 0.427], [0.987, -2.192, 4.600], [-2.394, -2.023, 2.035], [-1.292, 3.763, -0.182], [1.017, 2.053, -0.112], [-1.371, -0.673, 0.285], [2.290, 0.114, 1.171], [-2.034, -2.227, -5.714], [-1.419, -0.712, 4.969], [1.260, 2.967, -0.673], [-1.176, -0.332, -1.215], [-1.087, -1.731, 0.460], [0.741, 1.969, -2.632], [-0.352, -2.245, -6.345], [-1.355, 2.819, 0.404], [2.743, 0.016, -2.889], [-0.074, 2.021, 3.471], [1.874, -0.530, -4.916], [0.882, -2.069, 1.899], [1.600, 1.229, -0.516], [-0.416, -0.668, -4.335], [-2.181, -1.394, 2.881], [-0.964, -3.630, -5.378], [-2.642, -0.044, 3.131], [-3.239, 0.548, 2.428], [-0.146, 1.331, -2.754], [-1.008, -2.556, -5.525], [-2.029, -0.729, -1.796], [-1.050, -2.795, 4.168], [1.238, -1.311, 4.013], [3.751, 0.285, -5.275], [0.003, -2.033, -2.133], [2.168, 0.045, 5.519], [-0.706, 0.193, 1.124], [2.986, 1.485, 3.364], [-2.459, 1.274, 4.942], [2.361, 0.583, 3.324], [-1.044, 3.014, 1.438], [-0.850, 0.011, -5.246], [1.917, -0.196, 4.479], [-1.419, -1.806, 4.031], [0.072, -0.965, -1.848], [-0.532, -2.010, -4.292], [-1.021, 1.161, -1.476], [0.427, 2.584, 6.243], [0.215, 2.330, 5.130], [-0.440, 1.754, -0.149], [3.212, -0.660, -5.393], [-0.705, 1.714, -3.617], [1.783, -0.194, -3.608], [0.945, -0.817, -1.185], [-2.165, 0.347, 4.424], [1.947, -0.109, 2.158], [-1.006, -0.775, 5.968], [3.737, -1.456, -4.855], [-2.003, 1.598, -1.678], [1.190, -1.254, 2.540], [3.110, -0.918, -6.442], [1.274, 2.213, 0.938], [-0.631, -0.153, 2.942], [0.329, -0.096, -3.122]]}

=====

Which structure wins on stability? (x) wins.

=====

(w)
{"formula": "C3H3Br9", "method": "ωB97M-V/def2-TZVPD", "homo_lumo_gap_ev": 10.024, "e_homo_ev": -10.179, "total_charge": 0, "species": ["Br", "Br", "C", "Br", "H", "Br", "H", "Br", "C", "Br", "Br", "C", "H", "Br", "Br"], "coordinates": [[-0.694, 2.123, 0.563], [2.171, 0.877, 1.111], [-1.885, -0.544, 3.903], [0.148, -0.620, -5.609], [2.369, 0.271, -5.047], [-3.274, 0.339, 4.875], [0.680, 0.656, -0.846], [-0.153, -0.296, 4.698], [0.499, 0.668, 0.219], [-0.350, -0.997, 0.679], [0.991, 1.514, -3.432], [1.526, -0.027, -4.440], [-1.826, -0.118, 2.911], [2.089, -1.432, -3.265], [-2.291, -2.416, 3.682]]}

=====

(x)
{"formula": "C3H3Br9", "method": "ωB97M-V/def2-TZVPD", "homo_lumo_gap_ev": 10.172, "e_homo_ev": -10.312, "total_charge": 0, "species": ["H", "Br", "Br", "Br", "Br", "Br", "Br", "C", "C", "Br", "Br", "Br", "C", "H", "H"], "coordinates": [[0.635, -0.444, 0.954], [2.688, 4.412, 3.131], [0.258, -2.074, 2.751], [-0.560, -2.206, -0.293], [2.483, -1.994, 0.519], [-4.542, -0.175, -1.851], [-2.076, -0.813, -3.694], [-3.492, -1.547, -2.662], [2.751, 3.162, 1.693], [2.332, 1.405, 2.305], [4.457, 3.210, 0.799], [-4.586, -2.729, -3.705], [0.701, -1.523, 0.976], [-3.082, -2.157, -1.870], [2.033, 3.472, 0.948]]}

=====

Which structure wins on stability? (w) wins.

=====

(w)
{"formula": "C2H8NO4", "method": "ωB97M-V/def2-TZVPD", "homo_lumo_gap_ev": 11.890, "e_homo_ev": -15.137, "total_charge": 1, "species": ["H", "O", "O", "H", "O", "H", "H", "H", "C", "H", "O", "C", "H", "N", "H"], "coordinates": [[-2.959, -1.261, 0.712], [2.907, -1.312, -0.101], [0.709, -1.035, -0.118], [-1.607, 0.979, -0.718], [1.927, 0.740, 0.011], [3.724, -0.938, -0.019], [-3.455, 0.183, 0.103], [-0.488, -0.135, -0.071], [1.833, -0.588, -0.152], [-2.859, -0.952, -0.911], [3.202, 1.353, 0.070], [-2.721, -0.537, 0.061], [2.921, 2.336, 0.186], [-1.496, 0.339, 0.067], [-1.638, 0.828, 0.880]]}

=====

(x)
{"formula": "C2H8NO4", "method": "ωB97M-V/def2-TZVPD", "homo_lumo_gap_ev": 9.673, "e_homo_ev": -13.189, "total_charge": 1, "species": ["C", "H", "H", "H", "C", "H", "O", "N", "H", "O", "H", "H", "O", "O", "H"], "coordinates": [[-0.879, -0.357, -0.724], [1.185, 0.842, -1.809], [-0.939, -1.023, -1.656], [2.059, -1.123, 0.691], [1.121, 0.406, -0.082], [-0.577, -0.481, 1.375], [1.478, -0.401, 0.962], [-1.153, -0.994, 0.670], [-2.164, -0.753, 0.826], [1.752, 0.340, -1.229], [-1.434, 1.349, -0.326], [1.518, 1.961, 1.118], [0.937, 1.654, 0.292], [-1.802, 0.585, -0.846], [-1.104, -2.005, 0.738]]}

=====

Which structure wins on stability? (x) wins.